{
  "formula": "CH4N3",
  "method": "ωB97M-V/def2-TZVPD",
  "elements": ["C", "N", "N", "N", "H", "H", "H", "H"],
  "positions_angstrom": [[0.194, 1.145, -0.769], [-0.721, 1.596, -0.074], [-0.663, -0.046, -0.549], [-0.080, -0.802, 0.504], [1.175, 1.184, -1.266], [0.909, -1.030, 0.148], [-0.624, -1.711, 0.605], [-0.189, -0.335, 1.403]],
  "forces_ev_per_a": [[-0.32, -1.54, -0.02], [0.54, -1.51, -0.47], [-0.61, 3.14, -1.08], [0.92, -2.28, -0.25], [-0.59, 0.71, 0.19], [-1.33, 0.11, 1.65], [0.66, 1.12, -0.40], [0.72, 0.24, 0.39]],
  "nbo_charge": [0.162, -0.061, -0.172, -0.570, 0.269, 0.449, 0.468, 0.455],
  "charge": 1,
  "relative_energy_kj_mol": 439.0,
  "gap_ev": 12.3,
  "e_homo_ev": -16.92,
  "lumo_ev": -4.600
}